Below is a molecular structure, C15H26ClO2P2PtS in a non-equilibrium geometry, with properties calculated with ωB97M-V with the def2-TZVPD basis set.

net charge = +3
HOMO energy (alpha / beta) = -16.22 / -19.26 eV
spin multiplicity = 5
frontier orbital gap (alpha / beta) = 6.0011 / 4.6008 eV
E = -2396.88010 Eh

CARTESIAN COORDINATES (ANGSTROEM)
H1 -0.379 -3.478 2.258
H2 1.484 3.331 -2.028
H3 -2.856 -0.089 -2.670
H4 -2.384 -1.259 1.404
C1 -1.035 -2.361 3.999
P1 -1.682 -1.266 -0.893
H5 -0.154 1.687 -5.156
H6 0.198 -0.075 -5.072
O1 -1.927 2.450 0.088
H7 -0.009 0.805 4.776
S1 1.223 -1.624 0.755
C2 1.412 2.980 1.103
C3 -1.153 1.600 -0.097
C4 -0.062 -0.154 4.251
Pt1 0.097 0.238 -0.494
Cl1 1.329 -0.948 -2.142
H8 2.273 3.626 1.320
H9 -3.728 -1.697 0.301
H10 3.678 0.251 -0.514
H11 3.126 3.487 -1.338
C5 2.344 2.776 -1.640
C6 -2.869 -1.030 0.445
H12 -1.470 -1.022 5.630
C7 0.503 -1.518 2.326
H13 0.564 3.583 0.749
H14 -1.894 -3.615 -1.341
C8 -1.122 -2.994 -0.872
H15 -0.958 -3.330 0.157
C9 3.400 0.949 0.289
H16 3.263 0.390 1.224
C10 -2.569 -1.126 -2.465
O2 -0.774 1.592 -2.603
C11 -0.312 -2.554 2.827
H17 4.191 1.704 0.412
H18 -1.936 -1.472 -3.291
C12 -0.009 0.927 -3.246
P2 1.860 1.795 -0.186
H19 2.757 2.117 -2.414
H20 -3.205 0.016 0.444
H21 1.489 1.068 -4.691
H22 -0.193 -3.091 -1.443
C13 0.678 -0.354 3.095
H23 -3.473 -1.753 -2.431
H24 1.120 2.441 2.015
C14 0.413 0.896 -4.626
C15 -0.901 -1.174 4.721
H25 1.375 0.405 2.727
H26 -1.723 -3.127 4.337